111
Properties=species:S:1:pos:R:3:forces:R:3 method="wB97M-V/def2-TZVPD" homo_ha="-0.47141 / -0.47149" total_charge=+2 spin_multiplicity=2 de_lowest_ev=0.787 e_lumo_ev="-5.53 / -5.19" s2=0.75 homo_lumo_gap_ev="7.298 / 7.645"
Ti -0.1162 -1.2253 0.2570 0.180 -0.275 0.297
Cl 4.4514 -6.3258 -2.2007 -0.014 -0.017 0.010
P -0.6834 1.3663 1.4065 -0.100 -0.048 -0.120
P -0.7642 2.2960 -1.3348 0.168 0.121 0.071
O 0.6241 -1.0679 -1.7902 -0.197 0.065 0.022
O 1.5200 -0.0117 -0.1393 0.265 -0.003 0.051
O 3.8849 -0.5083 -1.7852 0.154 0.126 -0.236
N -1.1187 -2.0951 2.0900 -0.083 0.128 -0.021
N -0.3915 -3.3114 -0.6149 0.150 0.123 -0.118
N -2.1323 -1.1072 -0.5429 0.006 0.139 -0.209
N 1.5489 -2.2167 1.3701 -0.009 0.110 0.046
N -1.5108 2.3404 0.2431 0.041 -0.393 -0.066
C -1.7726 -3.4965 -1.1151 -0.016 -0.029 0.006
C -0.7219 6.4141 -1.5592 0.017 0.006 -0.028
C -3.5883 -2.0768 1.2783 -0.046 0.009 0.006
C -4.0680 2.5302 -3.8222 -0.008 -0.025 -0.010
C -2.2826 0.8773 3.7144 -0.111 -0.138 0.042
C 0.9106 2.1653 1.7353 -0.015 0.055 -0.003
C 0.5904 4.2536 -2.7002 0.026 -0.021 -0.036
C -3.8832 1.4010 -4.6148 -0.029 0.008 -0.016
C -0.2202 -2.9588 2.8945 0.008 -0.004 0.011
C 1.5568 -0.3218 -1.3641 -0.081 0.040 -0.160
C 0.1829 -4.6379 -0.2468 -0.087 0.028 0.058
C 2.7122 0.1293 -2.2396 -0.080 -0.077 0.100
C -1.5256 3.1235 3.3682 0.079 -0.016 0.010
C -1.9090 0.8567 -3.3635 -0.087 -0.044 0.043
C 3.3608 3.2786 2.4406 0.023 -0.021 0.013
C 5.1709 -3.8544 -1.3744 -0.022 -0.008 -0.012
C 3.0105 2.0181 2.9126 0.016 0.009 -0.005
C 3.3222 -3.9783 -2.9084 -0.021 -0.006 -0.006
C 1.4448 -4.6248 0.6272 0.053 -0.037 -0.010
C -1.5796 1.7922 2.9408 0.135 0.088 0.044
C -2.7991 0.5695 -4.3935 0.011 -0.024 0.021
C -1.0471 5.1237 -1.1723 0.078 -0.022 0.028
C 0.9094 5.5450 -3.0954 0.007 -0.022 -0.019
C 5.0521 -2.4753 -1.2878 -0.031 -0.059 -0.008
C 5.9898 -1.6712 -0.4349 0.016 0.018 0.028
C -2.4614 -2.7399 2.0866 0.053 -0.037 0.023
C 1.2148 -2.4938 2.7810 0.003 -0.028 0.001
C -3.2523 -0.8850 0.3995 0.059 0.013 0.015
C -2.9405 2.6379 0.4346 0.003 0.154 -0.021
C -2.9093 1.2675 4.8928 -0.012 0.024 -0.002
C 1.7954 1.4652 2.5528 -0.002 -0.010 0.001
C 4.0233 -1.8607 -2.0110 -0.103 0.020 0.202
C 0.2542 6.6246 -2.5249 -0.014 0.049 0.021
C 2.2417 -3.3353 0.6745 -0.049 0.004 0.013
C 3.1805 -2.5968 -2.8307 0.008 -0.016 0.012
C -2.0959 1.9702 -2.5423 -0.052 -0.060 -0.053
C 4.3017 -4.6008 -2.1602 0.025 0.017 0.010
C 1.2583 3.4283 1.2789 0.042 -0.042 -0.015
C -2.8455 2.5875 5.3035 0.004 0.008 -0.020
C -0.3937 4.0308 -1.7418 -0.133 0.068 0.126
C 2.4867 3.9790 1.6266 -0.011 0.011 -0.013
C -3.1784 2.8191 -2.8040 0.072 -0.014 0.043
C -2.3696 -2.1736 -1.5516 -0.039 0.044 0.036
C -2.1545 3.5179 4.5335 -0.041 -0.021 0.032
H -3.2845 2.2730 1.3989 -0.018 0.023 -0.009
H -4.3625 -1.7335 1.9656 -0.010 0.012 -0.017
H -4.8989 3.1952 -4.0163 -0.001 0.002 0.002
H 0.5066 7.6322 -2.8267 -0.002 -0.001 -0.004
H 1.1147 3.4149 -3.1462 -0.004 -0.013 0.007
H -2.9861 -0.0234 1.0133 -0.015 -0.034 -0.010
H 1.2061 -4.9384 1.6438 0.009 -0.022 -0.013
H 2.4015 -2.1234 -3.4090 -0.009 0.010 -0.011
H -2.0440 -0.2383 -1.0788 -0.090 0.023 -0.025
H -3.1259 3.7120 0.4157 -0.040 -0.024 -0.013
H -1.7873 -4.1971 -1.9555 -0.023 0.003 0.008
H 2.4890 -2.9923 -0.3300 0.010 0.006 -0.057
H -3.3322 2.8962 6.2187 0.001 -0.006 0.007
H 2.7521 4.9629 1.2629 0.001 -0.003 0.000
H 4.3133 3.7115 2.7149 0.000 0.005 -0.002
H 0.3848 -5.1733 -1.1773 0.000 -0.025 0.024
H 2.4915 -0.0681 -3.2898 0.024 0.022 0.025
H -3.5433 2.1699 -0.3433 -0.015 0.002 -0.002
H -1.1969 -1.2123 2.5924 -0.015 0.015 0.053
H -4.5745 1.1890 -5.4196 0.001 -0.001 0.000
H -0.9747 3.8534 2.7878 0.000 -0.005 -0.003
H 0.1548 -2.9802 -1.4124 0.011 -0.130 -0.057
H 3.6863 1.4743 3.5595 -0.002 0.001 0.004
H -2.7813 -2.8508 3.1261 -0.015 -0.020 -0.013
H -0.5399 -2.9704 3.9401 0.018 -0.017 -0.001
H 5.4829 -0.8321 0.0390 -0.014 -0.005 0.010
H 5.9461 -4.3605 -0.8136 0.013 -0.002 -0.001
H -1.9066 -1.8437 -2.4799 0.039 -0.001 -0.025
H -2.6326 -0.2885 -5.0322 0.003 0.005 -0.010
H 1.8858 -3.2446 3.2066 0.005 0.020 0.022
H -1.2312 7.2572 -1.1114 -0.001 -0.001 0.006
H 2.8717 1.1958 -2.0892 -0.052 0.011 0.010
H -3.4491 0.5384 5.4820 -0.005 0.003 0.007
H 2.6765 -4.5606 -3.5518 0.008 -0.001 -0.006
H 6.7977 -1.2553 -1.0396 -0.016 0.019 -0.009
H 0.5813 3.9900 0.6546 -0.070 0.064 -0.053
H -2.3566 -3.9510 -0.3166 0.003 0.007 -0.017
H -1.0368 0.2292 -3.2145 0.043 -0.018 -0.002
H -3.4394 -2.2858 -1.7433 0.010 -0.008 -0.032
H 1.5242 0.4843 2.9326 -0.022 0.004 -0.003
H 2.1185 -5.3941 0.2465 0.015 0.016 -0.004
H -4.1475 -0.6122 -0.1667 -0.004 0.010 0.029
H -3.3102 3.7268 -2.2297 0.008 0.020 0.028
H -2.1000 4.5505 4.8513 -0.003 0.002 -0.005
H 1.6746 5.7084 -3.8425 0.000 -0.007 -0.001
H -2.2926 -3.7519 1.7204 -0.011 0.006 0.006
H 1.3591 -1.5762 3.3524 -0.034 0.001 0.004
H 3.1888 -3.5278 1.1856 -0.007 -0.022 -0.015
H -0.3329 -3.9721 2.5135 0.005 0.016 -0.002
H -4.0679 -2.8466 0.6714 -0.006 -0.001 0.004
H -2.3954 -0.1613 3.4226 0.012 0.045 -0.074
H -1.7979 4.9726 -0.4091 0.000 0.032 0.010
H -0.6046 -5.1970 0.2617 0.011 0.006 0.007
H 2.2019 -1.4358 1.3546 0.022 -0.003 0.002
H 6.4395 -2.2968 0.3342 0.024 -0.008 -0.014